1.
DFT (the ωB97M-V functional and the def2-TZVPD basis) results for C4H6N2OS in the gas phase in a non-equilibrium geometry.

Properties
Multiplicity = 1
SMILES = O\N=C/C=C\C=N/S
LUMO energy = 0.0193 Ha
ΔE to the lowest compared entry with this formula, charge and spin = 109.6 kcal/mol

```
14
Properties=species:S:1:pos:R:3:forces:R:3:lowdin_charge:R:1
C -0.57095 0.95392 0.77773 -0.90 1.14 -0.32 -0.3180
C 0.61169 0.19296 1.24011 -0.50 0.38 2.01 -0.1091
C 1.35475 -0.58950 0.48063 0.27 0.08 -0.47 -0.0952
C 1.10180 -0.91322 -0.92727 0.19 -0.64 -0.70 -0.1677
H -3.55700 -0.79491 0.48968 0.01 0.12 -0.01 -0.1551
H -0.46333 2.06031 0.58159 0.32 -1.21 0.22 0.1260
H 0.82215 0.26816 2.36441 -0.11 0.01 -1.74 0.1378
H 2.20350 -1.08475 0.91537 0.16 -0.29 0.19 0.0982
H 1.32560 -1.95069 -1.26788 -0.31 0.72 0.56 0.1230
H 0.01661 1.37372 -2.49302 -0.01 0.22 -0.19 0.0976
N -1.77401 0.57315 0.58775 0.33 0.40 0.15 -0.3887
N 0.68273 -0.22978 -1.91495 0.22 -0.19 -0.39 -0.0084
O 0.54465 1.13502 -1.72901 -0.06 -0.28 0.65 -0.0545
S -2.29820 -0.99439 0.89485 0.37 -0.45 0.05 0.7142
```
Positions in Å, forces in eV/Å.



2.
DFT (the ωB97M-V functional and the def2-TZVPD basis) results for 2 unconnected molecules or ions with the total composition C6H12 in a non-equilibrium geometry.

Properties
Multiplicity = 1
SMILES = C=CC.C=CC
LUMO energy = 0.0451 Ha
ΔE to the lowest compared entry with this formula, charge and spin = 47.3 kcal/mol

```
18
Properties=species:S:1:pos:R:3:forces:R:3:lowdin_charge:R:1
C 0.46736 -1.66117 1.32431 0.10 0.43 0.42 -0.1152
C 0.05305 -1.46890 -0.07974 0.49 -1.17 -1.23 -0.2625
C 0.83087 -1.77721 -1.12365 -0.18 -0.20 0.52 -0.0235
C -0.18772 1.61510 0.24363 -0.16 1.47 0.01 -0.2807
C -0.02214 1.70905 -1.22710 0.66 -1.54 -0.81 -0.1250
C -1.35300 1.77465 0.85127 0.04 -0.28 0.20 -0.0187
H 0.23471 -0.78940 1.90529 -0.13 0.55 0.44 0.0514
H -0.08324 -2.46740 1.77753 -0.37 -0.47 0.13 0.0723
H 1.51585 -1.88009 1.47476 0.34 -0.03 -0.31 0.0753
H -0.99333 -1.25803 -0.26661 -0.03 0.18 0.09 0.0987
H 0.57802 0.81172 -1.55001 -0.43 1.05 -0.06 0.0601
H 1.86995 -2.06779 -0.99202 -0.06 0.06 0.12 0.0575
H 0.45576 -1.87950 -2.13076 -0.13 0.40 -0.12 0.0503
H 0.72977 1.69087 0.82524 -0.09 -0.20 0.03 0.1016
H 0.51018 2.62481 -1.51729 -0.07 -0.24 0.13 0.0772
H -0.97938 1.67351 -1.75934 0.12 0.06 0.15 0.0761
H -2.30186 1.72526 0.33098 0.05 0.20 -0.15 0.0591
H -1.38613 1.95925 1.90793 -0.14 -0.25 0.43 0.0458
```
Positions in Å, forces in eV/Å.



3.
DFT (the ωB97M-V functional and the def2-TZVPD basis) results for 3 unconnected molecules or ions with the total composition C2H7NO2S in a non-equilibrium geometry.

Properties
Multiplicity = 1
LUMO energy = 0.0080 Ha
ΔE to the lowest compared entry with this formula, charge and spin = 61.8 kcal/mol

```
13
Properties=species:S:1:pos:R:3:forces:R:3:lowdin_charge:R:1
C 2.45085 -0.87322 -1.56410 -1.24 -0.61 0.26 -0.2951
C -2.07224 0.83373 0.23361 -0.44 -0.16 -0.57 -0.1028
N -1.46656 1.28286 1.23278 0.48 0.38 0.69 0.0191
O 0.47164 -0.73375 1.65606 0.29 -0.19 -0.25 -0.1181
O 0.06204 -0.10511 -2.04681 -0.60 0.20 -0.06 -0.5795
S 0.85863 -1.16803 -1.43154 1.84 0.35 -0.22 0.8624
H 2.87377 -0.00353 -2.02930 -0.11 0.32 -0.16 0.0249
H 3.10784 -1.60446 -1.13410 0.12 -0.28 0.19 0.0070
H -2.84929 1.35034 -0.33350 0.02 0.13 0.10 0.0774
H -1.80662 -0.15577 -0.11767 0.00 -0.14 -0.10 0.0482
H -1.73102 2.22237 1.53077 -0.13 -0.13 -0.26 0.0648
H -0.07166 0.06196 1.51714 -0.15 0.11 0.30 -0.0360
H 0.17262 -1.10738 2.48666 -0.08 0.02 0.08 0.0277
```
Positions in Å, forces in eV/Å.